95
Properties=species:S:1:pos:R:3 method="wB97M-V/def2-TZVPD" relative_energy_kcal_mol=35.2 total_charge=+2 spin_multiplicity=6 gap_ev="5.2 / 4.1" homo_energy_ha="-0.39633 / -0.46348" lumo_energy_ha="-0.20701 / -0.31178" s2=8.8527 e_tot_ev=-94303.51623
Ru 1.17690 0.24786 -1.13959
O 5.16666 1.79742 -1.39667
C 3.95974 1.40911 -1.50924
N 3.14264 0.81747 -0.55650
C 3.83674 0.72566 0.77478
C 3.04167 0.12792 1.87843
C 2.04028 0.94095 2.50520
C 1.34573 0.49870 3.56651
C 1.52046 -0.87099 3.94613
C 2.48954 -1.60851 3.27622
N 3.32323 -1.14146 2.28566
C 3.23871 1.62999 -2.79883
C 3.76712 2.20312 -3.94379
C 2.99688 2.39685 -5.06186
C 1.59439 2.10377 -5.00679
C 1.03326 1.62684 -3.79895
N 1.87647 1.35014 -2.77847
H 4.01418 1.75573 0.98906
H 4.72651 0.15364 0.66278
H 1.80460 1.93629 2.09310
H 0.66305 1.12220 4.16066
H 0.92293 -1.36462 4.70065
H 2.56804 -2.67707 3.49392
H 4.84088 2.47782 -3.95990
H 3.40232 2.81394 -5.95180
H 0.95753 2.05939 -5.92803
H -0.04906 1.81459 -3.57822
S 0.57075 6.74725 2.18395
C 2.15142 7.08751 2.74040
C 3.08338 6.14822 2.36520
C 2.45168 5.14270 1.54949
C 1.13669 5.34132 1.27322
C 0.42675 4.33089 0.46304
C 1.07633 3.18245 -0.03739
N 0.37563 2.12654 -0.43967
C -0.97134 2.26154 -0.67100
C -1.67765 3.47447 -0.23646
C -3.07176 3.41986 -0.27864
C -3.73200 2.43940 -0.93728
C -3.13653 1.30314 -1.48236
C -3.78000 0.26558 -2.15442
C -2.97547 -0.82021 -2.54781
C -1.54842 -0.81770 -2.39252
N -0.88026 0.17393 -1.78068
C -1.67996 1.19869 -1.35681
C -3.54884 -2.05150 -3.13228
C -4.89968 -2.30665 -3.32851
C -5.19542 -3.64497 -3.67906
C -4.06573 -4.44611 -3.78571
S -2.65702 -3.43531 -3.65494
C -0.92420 4.47199 0.37916
H 2.32294 8.07354 3.26491
H 4.15536 6.11997 2.54764
H 3.02813 4.36052 1.14601
H 2.11419 3.05700 0.00077
H -3.62547 4.20089 0.26327
H -4.80129 2.38561 -1.07949
H -4.83041 0.22158 -2.31675
H -1.07623 -1.79208 -2.52812
H -5.68584 -1.51751 -3.24631
H -6.18377 -4.06353 -3.77777
H -4.01656 -5.45708 -4.13523
H -1.34015 5.39999 0.72250
N -1.95110 1.65657 4.52236
C -2.37763 0.57630 4.46943
C -3.06547 -0.67775 4.48550
C -4.36041 -0.63046 4.96926
C -5.05759 -1.79928 5.18308
C -4.53924 -2.95332 4.56701
N -3.33003 -3.03978 3.97966
C -2.60561 -1.89897 3.97984
H -4.74241 0.36884 5.21492
H -5.90463 -1.81753 5.84003
H -5.07371 -3.88884 4.56524
H -1.65526 -1.99075 3.45637
C 1.78540 -2.23203 -2.93480
P 1.95699 -1.89198 -1.09425
C 3.71984 -2.36811 -0.83226
C 1.05903 -3.23899 -0.28072
C 1.46909 -4.56783 -0.57276
C 0.79519 -5.65984 -0.02359
C -0.19074 -5.47818 0.94532
C -0.52335 -4.18753 1.32236
C 0.08559 -3.06083 0.69057
H 1.35865 -3.21019 -3.18030
H 2.74276 -2.10313 -3.42928
H 1.01945 -1.47464 -3.23840
H 3.85994 -3.24511 -1.49012
H 3.89569 -2.57560 0.25152
H 4.33416 -1.53152 -1.21629
H 2.31466 -4.90056 -1.18672
H 1.01309 -6.70669 -0.30596
H -0.48571 -6.30873 1.49808
H -1.37899 -3.99640 2.00113
H -0.15829 -2.09579 0.99898


12
Properties=species:S:1:pos:R:3 method="wB97M-V/def2-TZVPD" relative_energy_kcal_mol=20.2 total_charge=0 gap_ev=10.5 homo_energy_ha=-0.38009 lumo_energy_ha=0.00445 e_tot_ev=-8319.80223 smiles=O.O.O.O
O -1.05834 -0.68487 -0.81396
H -0.39251 -0.99566 -0.20304
H -1.41490 -1.43929 -1.24461
O 0.69609 -2.09913 1.00664
H 1.48471 -1.55226 0.81864
H 0.31259 -1.71759 1.79452
O -0.92379 1.77732 -1.93925
H -0.33604 2.25767 -1.32328
H -0.92459 0.93553 -1.47962
O 0.51081 0.96392 1.11444
H 1.31666 0.88744 0.55785
H 0.72931 1.66692 1.71165


12
Properties=species:S:1:pos:R:3 method="wB97M-V/def2-TZVPD" relative_energy_kcal_mol=67.5 total_charge=0 gap_ev=10.7 homo_energy_ha=-0.35454 lumo_energy_ha=0.04011 e_tot_ev=-8337.53361
O 2.47220 -1.72594 0.43719
C 2.42455 -0.96342 -0.40091
O 1.21330 0.66694 0.11795
C -0.03796 0.19106 0.55846
C -0.99995 -0.40380 -0.42529
C -1.23969 0.97507 0.13643
H 1.62808 0.22685 -0.75260
H -0.05003 -0.22260 1.57315
H -0.67220 -0.46862 -1.45888
H -1.64856 -1.21581 -0.10742
H -1.03205 1.81878 -0.51366
H -2.05769 1.12149 0.83558


28
Properties=species:S:1:pos:R:3 method="wB97M-V/def2-TZVPD" total_charge=0 spin_multiplicity=3 gap_ev="7.0 / 6.8" homo_energy_ha="-0.23015 / -0.32498" lumo_energy_ha="0.02837 / -0.07656" s2=2.0113 e_tot_ev=-26669.76488
C 2.47365 -1.97810 0.32223
C 3.38556 -1.16562 -0.34718
C 1.22945 -1.51685 0.71803
C 3.06078 0.20732 -0.39130
C 0.80752 -0.25281 0.30445
C 1.72026 0.64211 -0.22135
C -0.57433 0.13161 0.52711
C -0.96657 0.35174 1.98195
C -2.91925 0.68357 -0.43779
C -0.98105 -0.42463 -1.79936
C -1.66730 -0.23719 -0.49386
N -0.42604 2.20004 -0.36638
F -0.74100 3.15542 0.70237
S 1.26306 2.25062 -0.60674
H 2.76712 -2.97600 0.55809
H 4.49108 -1.47991 -0.54559
H 0.55727 -2.15795 1.25053
H 3.73388 1.06398 -0.70212
H -0.77840 -0.61702 2.56250
H -1.90624 0.77867 2.18620
H -0.28054 1.19410 2.35755
H -2.81951 1.72169 -0.48540
H -3.40598 0.50568 0.52729
H -3.46502 0.30473 -1.24403
H -0.26332 0.41709 -1.83054
H -1.78857 -0.14395 -2.45371
H -0.57728 -1.41202 -2.01470
H -1.92923 -1.24630 -0.05824


68
Properties=species:S:1:pos:R:3 method="wB97M-V/def2-TZVPD" relative_energy_kcal_mol=0.0 total_charge=+2 spin_multiplicity=6 gap_ev="7.1 / 4.9" homo_energy_ha="-0.52996 / -0.52836" lumo_energy_ha="-0.26924 / -0.34673" s2=8.8407 e_tot_ev=-86362.21413
Ir 0.74716 0.54187 0.09223
C -1.04369 3.27610 -0.50544
O -0.67671 2.44535 0.61781
C -0.08794 3.22623 1.67174
C 0.21841 2.29582 2.80599
O 1.13325 1.26295 2.40347
C 2.52247 1.56880 2.62001
C 3.34131 0.36798 2.21479
O 2.86584 -0.17843 0.97540
C 3.88075 -0.93216 0.26998
H -1.48504 4.20302 -0.14245
H -1.78933 2.73746 -1.07959
H -0.17261 3.50510 -1.11936
H -0.80612 3.97497 2.00747
H 0.80492 3.73273 1.30887
H -0.68848 1.78758 3.12646
H 0.62691 2.85929 3.64416
H 2.68998 1.76680 3.67834
H 2.81026 2.44604 2.05454
H 3.29325 -0.41511 2.97478
H 4.37658 0.68414 2.11506
H 4.22573 -1.75382 0.89593
H 4.71728 -0.28432 0.01503
H 3.42958 -1.32523 -0.63359
N -7.41595 -6.20571 0.15924
C -6.52415 -5.46685 0.13677
C -5.42162 -4.56058 0.11624
C -5.65166 -3.17547 0.27410
C -4.58821 -2.31033 0.25641
C -3.27758 -2.80818 0.10363
C -3.05217 -4.19209 -0.05418
C -4.11144 -5.06228 -0.05883
C -2.12894 -1.86642 0.10970
C -1.23406 -1.93632 1.17695
C -1.34696 -2.84650 2.30313
C -0.28581 -2.60621 3.09546
C 0.45906 -1.53968 2.45388
N -0.09657 -1.13660 1.33400
C -2.01218 -0.99231 -0.96802
C -2.87895 -0.99353 -2.13290
C -2.39267 -0.06273 -2.97394
C -1.23111 0.50666 -2.31553
N -1.01476 -0.02794 -1.13052
H -6.66031 -2.80566 0.40857
H -4.75582 -1.24579 0.37715
H -2.04389 -4.56718 -0.19266
H -3.95226 -6.12455 -0.19465
H -2.13904 -3.56560 2.45834
H -0.02295 -3.08886 4.02588
H 1.36808 -1.09062 2.81949
H -3.72734 -1.64640 -2.28582
H -2.76390 0.21674 -3.94978
H -0.58121 1.27587 -2.71279
F 4.01994 -0.50260 -3.77400
C 3.04693 0.27260 -4.21638
F 2.08266 -0.45211 -4.76092
F 3.49500 1.17179 -5.06384
S 2.28366 1.14517 -2.78175
O 1.80144 0.03065 -1.92834
O 1.26671 2.03695 -3.27052
N 3.56382 1.82544 -2.16739
S 3.37038 2.64271 -0.84653
O 4.47766 2.51307 0.04031
O 2.01645 2.42154 -0.26601
C 3.30006 4.44711 -1.33196
F 3.72720 5.14495 -0.29241
F 2.04071 4.77312 -1.60893
F 4.05802 4.66158 -2.38230


6
Properties=species:S:1:pos:R:3 method="wB97M-V/def2-TZVPD" relative_energy_kcal_mol=0.0 total_charge=0 gap_ev=12.2 homo_energy_ha=-0.42607 lumo_energy_ha=0.02406 e_tot_ev=-16118.08238 smiles=N#CCCl
C 0.32211 0.32872 -0.01846
C -0.81948 -0.44795 0.04992
H 0.39327 0.95789 -0.90515
H 0.26717 0.92234 0.90598
N -1.84323 -0.96798 -0.03138
Cl 1.68018 -0.79303 -0.00090


16
Properties=species:S:1:pos:R:3 method="wB97M-V/def2-TZVPD" relative_energy_kcal_mol=64.4 total_charge=-1 gap_ev=6.7 homo_energy_ha=-0.10545 lumo_energy_ha=0.14069 e_tot_ev=-8855.99978
C -0.73820 0.33274 0.65246
N 0.28673 0.14716 -0.27181
C 0.69432 -0.89929 -1.29161
O 2.01356 -0.97627 -1.62181
C -1.43765 1.82238 0.49698
H -1.51841 -0.48780 0.69613
H -0.45968 0.44480 1.60321
H 0.64953 0.96007 -0.65573
H 0.02710 -0.61461 -2.29545
H 0.27047 -1.83334 -0.79111
H -1.75782 1.91524 -0.66489
H -0.42740 2.25134 0.48983
H -2.05228 2.03319 1.30460
H 0.74997 -1.52380 0.86315
H 2.15265 -1.50870 0.45309
O 1.54711 -2.06309 1.03297


35
Properties=species:S:1:pos:R:3 method="wB97M-V/def2-TZVPD" total_charge=0 gap_ev=9.3 homo_energy_ha=-0.34342 lumo_energy_ha=-0.00052 e_tot_ev=-43249.89003 smiles="CN(C)C=O.CN(C)C=O.ClCCl.CC#N"
C -0.77842 5.82266 0.99127
O -0.65037 6.46811 2.02426
N -0.87815 4.46776 0.94815
C -0.98100 3.76858 -0.29873
C -0.75997 3.57279 2.11168
H -1.01822 6.24946 0.00509
H -0.49771 2.79458 -0.22229
H -0.70805 4.41890 -1.12980
H -2.05477 3.60496 -0.39017
H -0.91706 4.15325 3.02079
H -1.59205 2.87307 2.03320
H 0.21179 3.10062 2.25605
C -0.81421 -4.01950 3.66731
O -0.48060 -2.88884 3.94214
N -1.26597 -4.34412 2.43997
C -1.69500 -5.69890 2.06097
C -1.33430 -3.38860 1.29390
H -0.70408 -4.85057 4.38102
H -2.77859 -5.61907 1.97413
H -1.54228 -6.35153 2.92054
H -1.31154 -6.16273 1.15218
H -2.36588 -3.08655 1.11309
H -0.85224 -2.44939 1.56518
H -0.87493 -3.78058 0.38647
C 0.54790 -0.40606 -1.57010
Cl -0.76121 -1.53707 -1.43488
Cl 1.74308 -0.49883 -0.29283
H 1.12403 -0.53924 -2.48575
H 0.14511 0.60484 -1.63287
C 3.50534 0.81956 -5.14112
C 4.84154 0.24291 -5.23762
N 5.93775 -0.22795 -5.31318
H 3.16441 0.57839 -4.13429
H 2.79517 0.40371 -5.85585
H 3.60051 1.90537 -5.14788


What did the third record say?
12
Properties=species:S:1:pos:R:3 method="wB97M-V/def2-TZVPD" relative_energy_kcal_mol=67.5 total_charge=0 gap_ev=10.7 homo_energy_ha=-0.35454 lumo_energy_ha=0.04011 e_tot_ev=-8337.53361
O 2.47220 -1.72594 0.43719
C 2.42455 -0.96342 -0.40091
O 1.21330 0.66694 0.11795
C -0.03796 0.19106 0.55846
C -0.99995 -0.40380 -0.42529
C -1.23969 0.97507 0.13643
H 1.62808 0.22685 -0.75260
H -0.05003 -0.22260 1.57315
H -0.67220 -0.46862 -1.45888
H -1.64856 -1.21581 -0.10742
H -1.03205 1.81878 -0.51366
H -2.05769 1.12149 0.83558